Below is a 2-piece molecular cluster, C8H13BO4 overall, with properties calculated with ωB97M-V with the def2-TZVPD basis set.

The geometry in XYZ format:
```
26
Properties=species:S:1:pos:R:3:forces:R:3
O -0.133997 -1.844195 -1.430873 0.0499 -0.0763 -0.1739
C -0.622344 -1.428347 -0.408567 0.0071 0.1397 0.1543
C -2.043069 -0.924828 -0.340578 -0.1066 -0.0466 -0.2553
C -2.717008 -1.316498 0.937340 -0.1706 0.0744 -0.0289
C -2.065109 -1.708789 2.017433 0.0807 -0.0558 0.1930
C -0.576162 -1.804094 2.116019 0.0073 -0.0405 -0.0906
C 0.155844 -1.287728 0.871322 0.2630 -0.1726 0.0700
H -2.601935 -1.300288 -1.201131 0.1321 0.0487 0.0011
H -2.014228 0.168630 -0.428115 0.0169 0.0024 -0.0575
H -3.797354 -1.279981 0.928035 -0.1168 -0.0205 0.1140
H -2.610858 -2.016561 2.898816 -0.1575 0.0338 0.0671
H -0.235737 -1.244128 2.990979 0.0215 -0.1147 0.0399
H -0.316187 -2.853493 2.292196 0.0531 0.0721 0.0386
H 0.349206 -0.215672 0.972240 -0.0306 -0.0472 0.0531
H 1.118943 -1.789717 0.760520 -0.0478 0.0998 -0.0885
O 4.034959 1.881687 -2.288825 0.2446 0.0502 0.0593
C 2.882695 1.557302 -2.379735 -0.3764 -0.0647 -0.1593
C 2.047158 1.025091 -1.262403 -0.0757 0.5097 0.3839
B 1.061820 2.150140 -0.674981 0.6145 -0.8176 -0.2116
O 0.708157 3.188696 -1.455436 -0.0613 0.5758 -0.6942
O 0.636172 1.986413 0.603550 -0.0722 -0.2109 0.6664
H 2.340666 1.655046 -3.339501 0.0758 0.0669 -0.1141
H 1.459157 0.185976 -1.630917 -0.1698 -0.1406 -0.0524
H 2.695219 0.669593 -0.461272 0.0004 -0.0298 0.0501
H 0.147122 3.867899 -1.077268 -0.0787 0.0380 0.0769
H 0.096871 2.677847 0.991149 -0.1028 0.1263 -0.0412
```
Positions in Å, forces in eV/Å.

As for the structure (SMILES): O=C1CC=CCC1.O=CCB(O)O. The calculation puts the total energy at -638.53130 a.u. The HOMO energy is -9.34 eV.



Below is C35H45ClGeN4Zn as an isolated structure, with properties calculated with ωB97M-V with the def2-TZVPD basis set.

The geometry in XYZ format:
```
87
Properties=species:S:1:pos:R:3:forces:R:3
Zn 1.579813 0.705525 -1.478037 0.1636 0.3875 -0.1373
C -3.560367 -4.324057 -0.511602 0.0410 0.1125 -0.1207
C -3.640022 -3.371918 -1.714208 -0.2300 -0.1554 -0.0111
C -3.677967 -4.218777 -2.989966 0.0344 0.1546 0.1874
C -4.931532 -2.548703 -1.635949 0.1230 -0.0427 -0.0297
C -2.444732 -2.435303 -1.687859 0.2299 0.0314 -0.1384
C -1.498017 -2.401419 -2.708768 -0.0557 0.0739 0.1991
C -0.406866 -1.561630 -2.582010 -0.0075 -0.1528 -0.1888
N -0.198230 -0.779099 -1.542720 -0.1989 0.1239 0.3614
C -1.108822 -0.753015 -0.566806 -0.3525 -0.5843 -0.5900
C -2.239473 -1.569194 -0.616619 0.2151 0.1401 0.0278
C -0.821447 0.192357 0.523221 0.0820 0.4895 0.6767
C -1.582142 0.284538 1.689536 0.1465 -0.0664 -0.2546
C -1.246930 1.198630 2.680083 0.1784 0.0659 -0.1198
C -0.142650 2.014978 2.434381 -0.1547 -0.2024 -0.1227
C 0.557957 1.860987 1.255324 0.1686 0.3448 0.3213
N 0.245323 0.973070 0.330046 -0.1255 -0.3611 -0.3700
C -2.003603 1.327911 3.987079 -0.1350 0.0197 0.2377
C -2.466791 2.782482 4.144276 0.0175 -0.1252 -0.0673
C -1.052751 0.962801 5.136687 -0.0820 0.0103 -0.1376
C -3.228956 0.413512 4.056982 0.2015 0.1335 -0.0681
H -4.402325 -5.013211 -0.526190 -0.0925 -0.0528 -0.0008
H -3.582658 -3.782362 0.429924 -0.0001 0.0663 0.1350
H -2.642051 -4.906133 -0.548664 0.1003 -0.0809 0.0263
H -4.553687 -4.863815 -2.977344 -0.0777 -0.0415 0.0374
H -2.797635 -4.853652 -3.062581 0.0879 -0.0749 -0.0753
H -3.739931 -3.591566 -3.875752 0.0014 0.0346 -0.1489
H -5.795419 -3.205009 -1.705606 -0.1084 -0.0850 0.0118
H -4.978061 -1.834631 -2.454267 -0.0400 0.1050 -0.1031
H -5.001630 -1.999184 -0.701748 -0.0192 0.0929 0.1240
H -1.587111 -3.012740 -3.591145 -0.0029 -0.0611 -0.0465
H 0.343006 -1.516595 -3.357814 0.1285 -0.0205 -0.1330
H -2.966007 -1.532413 0.177664 -0.0704 0.0236 0.1379
H -2.428037 -0.365879 1.824659 -0.1047 -0.0882 0.0058
H 0.178043 2.755991 3.149768 0.0402 0.0541 0.0230
H 1.424401 2.467863 1.040565 0.1266 0.0931 -0.0137
H -1.622688 3.462365 4.211687 0.0771 0.1128 0.0158
H -3.058936 2.889183 5.049865 -0.0582 0.0116 0.1144
H -3.075590 3.083166 3.294982 -0.0974 0.0793 -0.0784
H -0.165502 1.589324 5.128135 0.1136 0.0782 0.0373
H -0.734465 -0.074262 5.054731 0.0546 -0.1247 0.0133
H -1.554950 1.094588 6.092288 -0.0639 0.0154 0.1098
H -3.929505 0.637506 3.256131 -0.1254 -0.0142 -0.1019
H -3.744007 0.568581 5.002225 -0.0278 0.0218 0.0868
H -2.945272 -0.635624 4.003230 -0.0045 -0.1361 -0.0323
C 5.739771 -0.336290 -0.098507 -0.3324 0.4200 0.1549
Ge 4.546488 1.141094 0.501784 0.1235 0.2709 -0.1181
C 5.750687 2.628225 1.092343 -0.3002 -0.4833 -0.1321
C 3.662101 0.549597 2.188913 0.1560 0.0799 -0.4266
C 3.306279 1.703022 -0.915149 0.0502 -0.5884 0.6020
H 6.500953 -0.528892 0.650358 0.1306 -0.0219 0.1777
H 6.241186 -0.075632 -1.025584 0.0404 0.0800 -0.1682
H 5.183234 -1.252104 -0.256559 -0.1215 -0.1923 -0.0353
H 6.441505 2.253553 1.842853 0.1465 -0.0457 0.1216
H 5.178489 3.434513 1.540927 -0.1674 0.1174 0.0564
H 6.326691 3.044804 0.271804 0.0609 -0.0055 -0.1728
H 4.333637 -0.084024 2.760574 0.1461 -0.0988 0.0891
H 2.756431 -0.010867 1.986958 -0.2222 -0.1436 -0.0488
H 3.396473 1.399410 2.811110 -0.0339 0.1763 0.0585
H 3.909208 1.820010 -1.817818 0.0625 -0.0188 -0.1318
H 2.978325 2.711384 -0.654920 -0.0623 0.2188 0.0162
Cl 5.141402 -3.664752 -3.377746 0.0347 -0.0245 -0.1254
C 4.112066 -3.137917 -2.102162 -0.2258 0.0533 0.3286
C 4.093989 -3.804256 -0.885219 -0.0663 0.1803 -0.1688
C 3.266516 -3.313557 0.112045 0.0277 -0.0019 -0.1433
C 2.485863 -2.199351 -0.152457 0.0516 -0.1524 0.2313
N 2.507957 -1.566532 -1.316002 0.0202 0.2447 -0.1192
C 3.299991 -2.021639 -2.271379 0.3479 -0.2255 -0.1999
H 4.714754 -4.672702 -0.726956 0.0741 -0.0402 0.0081
H 3.248895 -3.785942 1.080761 -0.0934 -0.0301 0.1093
H 1.821991 -1.791633 0.595300 -0.0791 0.0540 0.1485
H 3.299577 -1.478145 -3.203731 0.0810 0.0746 -0.1708
C 0.776448 1.626339 -3.236332 0.3430 -0.3933 0.0034
C -0.258680 2.440501 -2.653484 -0.1417 0.1547 -0.1243
C -1.606060 2.033724 -2.635963 0.1084 -0.1265 0.0021
C -2.570350 2.773333 -2.001184 -0.0670 0.2558 0.2360
C -2.231382 3.964216 -1.347288 0.7452 -0.5616 -0.5505
C -0.904396 4.414657 -1.401357 -0.3194 0.0045 0.1019
C 0.049302 3.674763 -2.047591 0.0857 -0.0807 -0.0351
C -3.197779 4.675939 -0.625346 -0.6549 0.4805 0.5266
N -3.982204 5.236365 0.003074 -0.1660 0.1228 0.0919
H 1.579131 2.215994 -3.672488 0.1313 -0.0090 0.0576
H 0.394546 0.913916 -3.961541 -0.0530 -0.1166 -0.0969
H -1.881429 1.115749 -3.138459 -0.0192 -0.0698 -0.0647
H -3.603075 2.454406 -2.005708 -0.0726 -0.0647 0.0332
H -0.649723 5.353387 -0.931154 0.0374 0.0709 0.0527
H 1.069415 4.030167 -2.094537 0.0972 0.0298 0.0253
```
Positions in Å, forces in eV/Å.

The calculation puts the total energy at -5896.17242 a.u. The HOMO energy is -6.61 eV.



Below is C34H44AlBBrF8IKN3O16P as an isolated structure, with properties calculated with ωB97M-V with the def2-TZVPD basis set.

The geometry in XYZ format:
```
111
Properties=species:S:1:pos:R:3:forces:R:3
C 5.103144 -1.668061 0.429979 -0.2147 -0.1317 -0.0966
C 4.212557 -2.541373 0.870356 -0.2261 0.1407 -0.0007
C 2.996272 -2.134275 1.660237 0.2142 0.2372 0.1416
C 2.293975 -0.901486 1.152552 0.2534 -0.6194 0.1905
C 1.922325 0.035722 2.071330 -0.0497 0.2227 -0.0690
N 1.278707 1.161668 1.735164 0.1586 0.3807 0.2325
C 0.919500 2.073463 2.858483 -0.4531 -0.8490 -0.4226
C -0.475712 1.721195 3.406583 0.2485 -0.1563 0.8521
O -0.686635 1.954146 4.567533 -0.0481 0.2802 -0.4569
N -1.391003 1.196142 2.485235 -0.1990 0.5264 0.1917
C -1.383088 -0.280163 2.430126 0.6189 0.0769 -1.2107
C -2.737169 1.760667 2.677350 -0.1122 -0.3819 -0.2506
C 0.965284 1.412057 0.453450 -0.4736 0.4048 0.4632
C 0.247713 2.650930 0.071958 -0.2128 0.2446 0.2175
C 1.201470 3.831235 0.107388 1.1383 -0.0679 0.0731
O 2.326825 3.702693 0.506906 -0.7822 0.1499 -0.2479
I 0.505389 5.729232 -0.529778 -0.0297 0.1637 0.0965
C 1.309068 0.502235 -0.500851 0.1283 -0.2883 -0.7107
C 1.964952 -0.647735 -0.170672 0.2080 -0.3615 0.1734
C 2.298907 -1.636551 -1.220195 -0.6613 -1.2033 0.0512
O 2.199618 -2.820903 -1.080226 0.3661 0.5031 -0.2411
O 2.680074 -1.045029 -2.385468 0.1650 0.2371 0.1931
C 3.685234 -1.728135 -3.101403 0.6400 0.4217 -0.1502
C 4.567509 -0.616149 -3.658259 0.3562 0.0549 0.7720
O 4.070086 0.217662 -4.400264 0.2255 -0.6438 -0.5458
H 5.019498 -0.624107 0.689384 0.0531 0.2782 -0.1665
H 5.907452 -1.978828 -0.212951 0.4269 -0.0112 0.1402
H 4.325829 -3.593596 0.687997 0.0342 -0.2976 -0.2163
H 3.333051 -1.919230 2.670055 -0.0542 -0.0109 0.3117
H 2.259039 -2.922596 1.751022 -0.0282 -0.3449 -0.1792
H 2.139139 -0.118415 3.109597 0.0153 0.1546 0.3742
H 0.924556 3.101723 2.534132 0.0443 0.2659 -0.1064
H 1.667991 1.945211 3.622152 0.1585 0.0800 0.2602
H -0.689976 -0.723878 3.134229 -0.1375 -0.0766 0.4510
H -2.370154 -0.692411 2.562798 -0.1657 0.0858 0.4352
H -1.057546 -0.597330 1.438569 0.0660 -0.1109 -0.2294
H -3.293272 1.252244 3.456206 -0.0614 -0.0148 0.3393
H -3.282936 1.640487 1.747651 -0.0879 -0.0716 -0.1882
H -2.680152 2.818844 2.883577 0.0900 0.2691 0.1687
H -0.583202 2.823593 0.745826 -0.2266 0.1723 0.2235
H -0.206225 2.494841 -0.896847 0.0131 0.2669 -0.3760
H 1.077511 0.662165 -1.537492 -0.2175 0.3157 -0.1635
H 3.287171 -2.251480 -3.969035 0.0552 -0.4225 0.2746
H 4.272274 -2.398717 -2.489661 -0.0963 -0.2183 0.2958
H 5.713801 -0.513723 -3.352535 -1.3108 -0.1603 -0.4715
C 1.918300 -1.420211 -5.933149 -0.0606 0.0792 -0.2133
C 0.679861 -2.081127 -5.362158 -0.3224 -0.1790 0.2084
O -0.390515 -1.528863 -5.409442 0.0235 0.1372 -0.1123
C 0.848109 -3.441184 -4.737411 -0.1509 0.1140 -0.0818
H 1.650075 -0.449305 -6.347558 -0.1206 0.0870 -0.0213
H 2.655374 -1.277084 -5.141141 -0.4616 -0.0330 -0.3919
H 2.341030 -2.042290 -6.725078 0.0291 -0.1267 0.0143
H 1.545237 -3.385528 -3.898744 -0.0059 -0.1275 -0.0103
H 1.225179 -4.149962 -5.476774 0.1373 -0.0074 0.0509
H -0.113064 -3.791299 -4.370812 0.0000 0.0211 0.0275
C -0.211888 1.893333 -4.703826 -0.3763 -0.3979 0.0608
O -1.457257 1.364913 -5.119882 0.1105 -0.0126 -0.1208
H -0.326993 2.955662 -4.519250 -0.0444 0.0253 -0.0496
H 0.106757 1.398503 -3.776794 0.2112 0.0935 0.0003
H 0.552374 1.746848 -5.476343 0.1141 0.0985 0.0373
H -1.315178 0.424346 -5.282169 -0.0841 -0.0412 0.0695
N -5.600216 1.319057 7.276928 0.0195 -0.0290 -0.0232
C -5.503293 0.151625 7.906692 -0.0817 -0.0004 0.0298
C -4.331182 -0.586404 7.984451 0.0056 0.0182 -0.0182
C -3.197530 -0.083400 7.369082 0.0435 -0.0612 0.0037
C -3.279630 1.129894 6.706567 -0.0045 -0.0003 0.0088
C -4.500258 1.787539 6.693106 -0.0642 0.0691 -0.0387
H -6.415334 -0.205936 8.371747 0.0244 -0.0464 0.0266
H -4.310870 -1.529343 8.513427 -0.0241 -0.0009 0.0059
H -2.262894 -0.629413 7.405193 -0.0089 0.0041 -0.0032
H -2.419813 1.558244 6.212306 0.0033 0.0292 -0.0012
H -4.609706 2.742290 6.189249 0.0577 0.0099 -0.0031
F 1.584086 10.022986 1.469705 -0.7401 0.2323 0.2141
P 0.700547 8.912862 2.306421 0.1756 0.6272 0.6317
F 0.397810 7.287778 2.567920 -0.2780 -0.0259 0.5440
F 0.686582 10.026796 3.516871 0.0229 -0.8410 0.1961
F 0.291429 8.517117 0.727005 0.4975 -0.8478 -0.5227
F -0.929516 9.069733 2.492008 0.3108 0.4597 -0.5658
F 2.147793 8.444309 2.947576 0.0095 -0.1215 -0.8392
C 3.731156 3.653883 -5.785964 0.7385 0.3351 -1.0186
C 2.819380 3.528509 -4.485461 -1.1085 -0.0470 1.6893
O 1.770109 4.149310 -4.584964 0.4235 0.1786 -0.4475
O 3.340268 2.825466 -3.615700 0.4370 -0.0711 -0.5455
H 3.240963 4.277303 -6.525757 -0.2151 -0.0078 0.1773
H 4.679770 4.096918 -5.491568 -0.0587 -0.0972 0.2619
H 3.891339 2.655835 -6.186683 -0.0703 -0.0930 0.2077
Al 4.416335 -0.012687 -6.479524 0.3028 0.4879 0.0983
C -1.804413 -5.828363 1.606277 0.4941 0.2654 0.0471
C -2.552607 -5.254061 2.780210 0.0945 -0.3961 -0.3643
C -4.042030 -5.120742 2.563021 -0.1449 -0.0784 0.0797
O -4.370804 -3.991489 3.388756 0.0913 -0.0010 -0.0863
C -3.263161 -3.231299 3.498981 -0.0140 -0.2396 -0.0648
O -3.237462 -2.130743 3.947657 -0.0521 0.1683 0.1635
O -2.176662 -3.882840 3.017641 -0.1418 0.0747 0.1715
H -1.827568 -5.140931 0.763508 -0.1427 -0.1313 0.0983
H -0.755289 -5.985876 1.862078 -0.0385 -0.1089 0.0751
H -2.230898 -6.783960 1.301438 -0.0472 0.0031 0.0381
H -2.339012 -5.821947 3.689802 -0.0765 0.0930 0.0709
H -4.597511 -5.999237 2.880389 -0.0832 0.1093 0.1381
H -4.300588 -4.884802 1.528429 0.1130 0.0054 -0.0291
Br 6.913823 1.033596 -3.552024 0.6482 0.5276 -0.0802
B -3.670998 -2.327594 -3.429583 0.0356 0.1943 0.9424
O -3.789889 -3.576731 -2.668969 0.2927 0.1932 -0.0447
C -2.765321 -3.667905 -1.830905 -0.4295 -0.5767 0.0783
O -2.568192 -4.573754 -1.074324 0.0776 0.3093 -0.2414
C -1.886882 -2.418682 -2.017688 0.1242 0.4808 -0.2459
O -0.871991 -2.167386 -1.429963 0.1597 0.0058 0.0812
O -2.440256 -1.667158 -2.957167 0.0167 -0.2892 0.1406
F -4.783827 -1.511920 -3.232632 0.1574 -0.2310 -0.6772
F -3.546740 -2.633324 -4.817858 3.6081 -1.3253 3.0750
K -4.975303 -2.093858 -6.049361 -3.9889 1.5654 -3.3250
```
Positions in Å, forces in eV/Å.

The calculation puts the total energy at -7569.08154 a.u. The HOMO energy is -10.53 eV. Its net charge is +1.



- Among the records above, which one has the lowest HOMO energy?
  C34H44AlBBrF8IKN3O16P



- What is the formula in the second record?
  C35H45ClGeN4Zn